Computed, not measured: a cluster of 3 separate species, C19H38F3N2O12PS3 in total in a non-equilibrium geometry, with the ωB97M-V functional and the def2-TZVPD basis.

Positions of all 78 atoms, in Å:
O: -4.25 -0.62 -3.47
P: -4.13 0.75 -3.94
O: -2.69 0.97 -4.60
O: -4.36 1.82 -2.78
C: -3.24 2.10 -1.91
C: -3.65 3.25 -0.99
C: -2.56 4.32 -0.78
C: -1.61 4.00 0.39
C: -0.51 2.99 0.02
C: 0.91 3.58 0.06
C: 1.86 2.67 0.84
S: 3.58 3.11 0.45
C: 4.41 1.94 1.43
N: 4.20 1.76 2.70
N: 5.02 0.73 3.08
C: 5.70 0.39 2.04
O: 5.37 1.12 0.96
O: -5.27 1.10 -4.99
C: -4.93 1.59 -6.30
C: -4.33 2.98 -6.32
O: -5.35 3.96 -6.39
C: -4.96 5.20 -5.87
C: -3.95 5.95 -6.72
F: -2.70 5.49 -6.59
F: -4.28 5.95 -8.01
F: -3.93 7.23 -6.32
H: -2.34 1.86 -4.50
H: -2.36 2.38 -2.48
H: -3.05 1.21 -1.31
H: -4.05 2.89 -0.04
H: -4.48 3.75 -1.50
H: -3.03 5.29 -0.61
H: -1.99 4.40 -1.71
H: -2.22 3.65 1.22
H: -1.17 4.95 0.71
H: -0.53 2.16 0.74
H: -0.71 2.56 -0.96
H: 1.28 3.71 -0.95
H: 0.91 4.57 0.52
H: 1.69 1.63 0.57
H: 1.71 2.80 1.91
H: 6.44 -0.39 1.97
H: -4.32 0.88 -6.85
H: -5.87 1.66 -6.84
H: -3.66 3.18 -5.48
H: -3.69 3.05 -7.21
H: -5.85 5.82 -5.84
H: -4.60 5.13 -4.84
O: 0.66 -2.01 3.51
S: 1.62 -1.83 2.47
O: 1.41 -0.87 1.42
O: 1.93 -3.25 1.80
C: 0.81 -4.03 1.33
C: 0.27 -3.53 0.01
C: 3.21 -1.56 3.17
H: 0.03 -4.05 2.10
H: 1.19 -5.04 1.22
H: -0.20 -2.55 0.12
H: -0.49 -4.22 -0.37
H: 1.07 -3.44 -0.72
H: 3.40 -2.33 3.93
H: 3.20 -0.58 3.62
H: 3.95 -1.61 2.38
O: 3.39 -4.68 5.76
S: 2.84 -6.00 5.79
O: 2.69 -6.71 7.02
O: 3.66 -6.91 4.77
C: 5.10 -6.94 4.90
C: 5.55 -7.83 6.05
C: 1.31 -6.03 4.93
H: 5.48 -5.93 5.01
H: 5.47 -7.33 3.96
H: 5.27 -7.41 7.01
H: 6.64 -7.93 6.03
H: 5.10 -8.81 5.97
H: 1.43 -5.54 3.97
H: 0.58 -5.50 5.53
H: 1.00 -7.07 4.80

Results
HOMO-LUMO gap: 9.36 eV
Charge: 0
Structure (SMILES): O=[P@](O)(OCCCCCCCSc1nnco1)OCCOCC(F)(F)F.CCOS(C)(=O)=O.CCOS(C)(=O)=O
LUMO energy: 0.078 eV
Energy: -97817.287 eV
E_HOMO: -9.29 eV

=====

Computed, not measured: a structure of composition C19H38O2 in a non-equilibrium geometry, with the ωB97M-V functional and the def2-TZVPD basis.

Positions of all 59 atoms, in Å:
C: -3.23 0.58 3.94
C: -2.35 0.76 2.79
C: -1.22 -0.33 2.71
C: -1.68 -1.69 2.25
C: -2.54 -1.89 0.83
C: -1.79 -1.23 -0.34
C: -2.65 -1.37 -1.60
C: -1.87 -1.37 -2.84
C: -1.54 0.15 -3.05
C: -0.26 0.61 -2.63
C: 0.16 2.13 -2.61
C: 1.50 2.50 -2.07
C: 1.13 2.66 -0.79
C: 2.48 3.08 0.23
H: 2.99 3.82 -0.36
H: 2.26 3.44 1.16
C: 3.37 1.95 0.00
C: 2.83 0.75 0.69
O: 2.28 0.50 1.93
O: 2.94 -0.26 -0.04
C: 2.42 -1.70 0.28
C: 2.16 -2.25 -0.85
H: 1.45 -1.82 -1.49
H: 3.02 -2.47 -1.40
H: 1.70 -3.61 -0.59
C: 3.25 -2.40 1.29
H: 4.19 -2.51 0.58
H: 2.92 -3.37 1.70
H: 3.52 -1.62 2.11
H: 1.37 -1.34 0.85
H: 4.38 2.09 0.83
H: 3.86 1.56 -0.95
H: 0.73 1.85 -0.12
H: 0.45 3.56 -0.55
H: 2.13 1.86 -2.39
H: 1.69 3.52 -2.33
H: -0.76 2.52 -2.39
H: 0.02 2.59 -3.77
H: -0.04 0.39 -1.50
H: 0.64 0.18 -3.06
H: -2.50 0.96 -2.51
H: -1.64 0.73 -4.01
H: -2.52 -1.53 -3.69
H: -1.02 -1.78 -3.02
H: -2.79 -2.67 -1.50
H: -3.72 -1.05 -1.46
H: -0.97 -1.81 -0.41
H: -1.77 -0.23 -0.27
H: -3.38 -1.31 1.23
H: -2.67 -2.73 0.94
H: -0.74 -2.36 2.19
H: -2.18 -2.09 3.16
H: -0.55 -0.08 1.89
H: -0.65 -0.21 3.47
H: -1.88 1.86 2.93
H: -2.85 1.08 1.98
H: -3.72 -0.43 3.64
H: -3.80 1.42 4.04
H: -2.60 0.39 4.94

Results
HOMO-LUMO gap: 9.86 eV
Charge: 0
LUMO energy: 0.642 eV
Energy: -24398.875 eV
E_HOMO: -9.22 eV

=====

Computed, not measured: the molecule C19H38O2, with the ωB97M-V functional and the def2-TZVPD basis.

Positions of all 59 atoms, in Å:
C: 3.62 2.17 -3.76
C: 3.66 1.02 -4.76
C: 2.30 0.35 -4.97
C: 2.09 -0.93 -4.17
C: 2.07 -0.73 -2.66
C: 1.71 -2.01 -1.91
C: 1.66 -1.80 -0.40
C: 1.20 -3.05 0.34
C: 1.07 -2.85 1.85
C: -0.08 -1.92 2.23
C: -0.26 -1.79 3.74
C: -1.34 -0.76 4.10
C: -0.83 0.68 3.95
C: -1.94 1.73 4.01
H: -2.53 1.60 4.92
H: -1.47 2.72 4.04
C: -2.87 1.68 2.79
C: -2.10 1.84 1.51
O: -1.27 2.69 1.29
O: -2.44 0.90 0.63
C: -1.78 0.90 -0.65
C: -1.91 -0.50 -1.22
H: -2.96 -0.74 -1.39
H: -1.38 -0.57 -2.17
H: -1.50 -1.23 -0.53
C: -2.41 1.95 -1.56
H: -1.92 1.93 -2.53
H: -2.28 2.94 -1.13
H: -3.47 1.75 -1.69
H: -0.72 1.15 -0.48
H: -3.58 2.51 2.86
H: -3.43 0.75 2.75
H: -0.30 0.79 3.01
H: -0.12 0.88 4.76
H: -2.20 -0.92 3.45
H: -1.67 -0.92 5.13
H: 0.69 -1.49 4.19
H: -0.54 -2.76 4.15
H: 0.10 -0.93 1.80
H: -1.01 -2.30 1.79
H: 2.00 -2.45 2.24
H: 0.90 -3.82 2.32
H: 1.91 -3.86 0.15
H: 0.23 -3.37 -0.06
H: 2.66 -1.52 -0.04
H: 0.99 -0.97 -0.19
H: 2.43 -2.79 -2.15
H: 0.73 -2.36 -2.25
H: 1.35 0.05 -2.41
H: 3.05 -0.39 -2.32
H: 1.14 -1.38 -4.47
H: 2.88 -1.65 -4.43
H: 1.50 1.06 -4.72
H: 2.19 0.10 -6.03
H: 4.38 0.27 -4.42
H: 4.02 1.41 -5.71
H: 2.95 2.95 -4.11
H: 4.61 2.60 -3.63
H: 3.27 1.84 -2.78

Results
HOMO-LUMO gap: 11.14 eV
Charge: 0
Structure (SMILES): CCCCCCCCCCCCCCCC(=O)OC(C)C
LUMO energy: 0.899 eV
Energy: -24416.013 eV
E_HOMO: -10.24 eV

=====

Computed, not measured: a cluster of 3 separate species, C19H39BF9N2O in total, with the ωB97M-V functional and the def2-TZVPD basis.

Positions of all 71 atoms, in Å:
F: 3.44 2.52 -0.08
B: 2.76 3.30 -1.12
C: 1.16 3.39 -0.75
C: 0.96 4.39 0.39
O: -0.17 4.14 1.27
C: -1.37 4.10 0.58
C: -2.14 2.86 0.98
F: -2.66 3.02 2.23
F: -1.36 1.75 1.00
C: -3.34 2.51 0.05
F: -4.04 1.52 0.65
F: -2.86 2.04 -1.13
C: -4.31 3.68 -0.26
F: -4.42 4.51 0.79
F: -5.54 3.15 -0.49
C: -3.89 4.48 -1.53
F: -4.29 5.76 -1.39
F: -4.50 3.95 -2.62
H: 3.24 4.44 -1.12
H: 2.91 2.78 -2.22
H: 0.65 3.78 -1.63
H: 0.72 2.43 -0.49
H: 1.83 4.36 1.04
H: 0.90 5.40 -0.01
H: -1.23 4.16 -0.50
H: -1.99 4.95 0.89
H: -2.81 4.46 -1.67
C: -2.98 -1.53 0.35
C: -3.81 -2.72 0.79
N: -3.08 -3.62 1.67
C: -3.74 -4.90 1.87
C: -5.10 -4.91 2.57
C: -2.51 -3.01 2.86
C: -3.46 -2.26 3.81
H: -2.03 -1.85 -0.08
H: -3.52 -0.95 -0.40
H: -2.76 -0.85 1.18
H: -4.09 -3.30 -0.10
H: -4.75 -2.36 1.24
H: -3.06 -5.56 2.41
H: -3.86 -5.35 0.88
H: -5.01 -4.73 3.64
H: -5.57 -5.90 2.46
H: -5.79 -4.18 2.15
H: -1.74 -2.31 2.53
H: -1.98 -3.78 3.41
H: -4.13 -1.59 3.27
H: -2.87 -1.64 4.49
H: -4.05 -2.94 4.42
C: 6.98 0.20 -1.01
C: 5.52 -0.23 -0.95
N: 5.00 -0.64 -2.24
C: 3.55 -0.74 -2.26
C: 2.88 -1.79 -1.37
C: 5.72 -1.71 -2.90
C: 5.90 -3.04 -2.15
H: 7.12 0.97 -1.77
H: 7.28 0.62 -0.05
H: 7.65 -0.63 -1.23
H: 4.93 0.63 -0.62
H: 5.41 -1.01 -0.18
H: 3.23 -0.89 -3.29
H: 3.16 0.25 -1.97
H: 3.01 -2.81 -1.76
H: 1.81 -1.60 -1.32
H: 3.27 -1.77 -0.35
H: 6.72 -1.33 -3.15
H: 5.24 -1.90 -3.86
H: 6.22 -2.88 -1.12
H: 6.67 -3.64 -2.64
H: 4.99 -3.63 -2.14

Results
HOMO-LUMO gap: 7.71 eV
Charge: -1
LUMO energy: 2.569 eV
Energy: -50498.712 eV
E_HOMO: -5.14 eV

=====

Computed, not measured: a cluster of 8 separate species, C19H39Cl14F2P in total, with the ωB97M-V functional and the def2-TZVPD basis.

Positions of all 75 atoms, in Å:
C: 5.06 2.58 -2.83
C: 4.89 3.23 -4.20
C: 4.39 4.66 -4.19
F: 3.98 4.98 -5.50
P: 2.98 5.28 -3.12
C: 1.48 4.56 -3.89
C: 1.14 3.10 -3.67
F: 1.99 2.26 -4.39
H: 5.54 1.61 -2.94
H: 4.10 2.41 -2.34
H: 5.68 3.19 -2.16
H: 5.86 3.24 -4.70
H: 4.23 2.63 -4.82
H: 5.22 5.34 -3.96
H: 3.10 4.47 -1.97
H: 1.54 4.78 -4.96
H: 0.63 5.13 -3.50
H: 0.12 2.88 -4.01
H: 1.23 2.83 -2.62
Cl: 2.59 0.13 -0.01
C: 1.66 -1.27 -0.61
C: 0.87 -0.95 -1.85
Cl: -0.48 0.17 -1.49
H: 1.02 -1.61 0.20
H: 2.38 -2.05 -0.83
H: 0.42 -1.86 -2.24
H: 1.49 -0.49 -2.62
Cl: 6.53 0.62 -0.48
C: 6.79 -1.13 -0.26
C: 8.00 -1.62 -1.01
Cl: 7.77 -1.53 -2.78
H: 5.88 -1.64 -0.60
H: 6.92 -1.32 0.80
H: 8.19 -2.66 -0.77
H: 8.88 -1.03 -0.76
Cl: -0.83 -4.51 4.71
C: 0.36 -3.23 4.38
C: 0.06 -2.49 3.10
Cl: 0.29 -3.52 1.66
H: 1.34 -3.69 4.35
H: 0.31 -2.53 5.22
H: 0.73 -1.64 3.01
H: -0.97 -2.13 3.08
Cl: 6.45 -0.80 4.21
C: 6.74 -2.51 4.64
C: 8.01 -3.03 4.03
Cl: 7.90 -3.12 2.25
H: 5.88 -3.08 4.29
H: 6.80 -2.57 5.72
H: 8.21 -4.04 4.39
H: 8.86 -2.39 4.27
Cl: -6.03 2.19 -1.42
C: -5.08 1.65 -2.84
C: -3.61 1.54 -2.52
Cl: -2.87 3.13 -2.22
H: -5.26 2.36 -3.64
H: -5.47 0.68 -3.13
H: -3.09 1.09 -3.36
H: -3.45 0.92 -1.64
Cl: -8.49 -0.77 2.01
C: -8.65 0.02 0.41
C: -9.63 1.17 0.44
Cl: -11.30 0.61 0.69
H: -8.95 -0.74 -0.30
H: -7.66 0.39 0.14
H: -9.60 1.69 -0.51
H: -9.39 1.87 1.24
Cl: -10.83 -2.73 6.87
C: -9.93 -2.73 5.32
C: -10.83 -2.98 4.14
Cl: -11.48 -4.64 4.12
H: -9.15 -3.48 5.39
H: -9.47 -1.75 5.22
H: -10.27 -2.84 3.22
H: -11.68 -2.29 4.13

Results
HOMO-LUMO gap: 8.89 eV
Charge: 0
Structure (SMILES): CC[C@@H](F)PCCF.ClCCCl.ClCCCl.ClCCCl.ClCCCl.ClCCCl.ClCCCl.ClCCCl
LUMO energy: 0.143 eV
Energy: -210374.498 eV
E_HOMO: -8.75 eV

=====

Computed, not measured: the molecule C19H39Cl2N3O12P4S in a non-equilibrium geometry, with the ωB97M-V functional and the def2-TZVPD basis.

Positions of all 80 atoms, in Å:
C: 0.10 -5.53 -2.39
C: -0.49 -4.23 -2.94
C: 0.43 -3.03 -2.73
C: -0.31 -1.79 -2.25
O: 0.60 -0.92 -1.63
C: 0.21 -0.05 -0.61
O: -0.23 1.24 -0.98
C: -0.97 1.62 -2.10
Cl: -0.13 1.33 -3.64
C: -1.14 3.20 -1.95
Cl: 0.41 3.85 -1.30
C: -1.40 3.95 -3.23
C: -2.10 5.29 -2.89
P: -2.77 1.06 -2.33
N: -3.18 1.31 -3.80
O: -3.65 1.96 -1.35
O: -3.07 -0.45 -1.86
P: -0.95 -0.74 0.70
C: -1.04 -2.56 0.90
C: -0.75 -3.05 2.33
C: -2.40 0.22 1.19
C: -2.53 0.44 2.72
C: 1.60 0.24 0.13
C: 2.01 -0.93 1.02
C: 3.47 -1.15 1.41
S: 4.22 0.08 2.51
C: 3.63 -0.50 4.04
N: 4.01 -1.56 4.69
N: 3.26 -1.58 5.86
C: 2.51 -0.52 5.82
O: 2.68 0.21 4.71
O: 1.53 1.52 0.72
C: 1.23 1.66 2.08
P: 0.14 3.09 2.29
O: -1.07 3.10 1.46
O: 1.09 4.36 2.15
O: -0.23 3.04 3.86
P: 2.90 0.52 -1.21
O: 2.49 1.42 -2.28
O: 4.15 1.12 -0.40
O: 3.44 -0.89 -1.75
H: -0.68 -6.23 -2.11
H: 0.71 -5.36 -1.51
H: 0.72 -6.04 -3.13
H: -1.43 -4.05 -2.43
H: -0.67 -4.36 -4.00
H: 1.19 -3.26 -1.98
H: 0.96 -2.77 -3.65
H: -1.12 -2.12 -1.60
H: -0.79 -1.33 -3.12
H: -1.87 3.41 -1.17
H: -0.48 4.19 -3.74
H: -2.07 3.41 -3.90
H: -3.17 5.09 -2.79
H: -1.77 5.68 -1.93
H: -1.99 6.01 -3.69
H: -3.54 0.48 -4.26
H: -4.11 1.41 -0.71
H: -2.94 -1.05 -2.59
H: -2.03 -2.91 0.62
H: -0.34 -3.02 0.21
H: -0.96 -2.27 3.05
H: 0.29 -3.35 2.42
H: -1.39 -3.89 2.57
H: -2.41 1.19 0.71
H: -3.31 -0.30 0.87
H: -3.49 0.06 3.05
H: -1.78 -0.11 3.27
H: -2.51 1.50 2.96
H: 1.71 -1.83 0.48
H: 1.43 -0.97 1.94
H: 3.51 -2.09 1.96
H: 4.16 -1.27 0.58
H: 1.82 -0.22 6.59
H: 2.12 1.85 2.68
H: 0.70 0.84 2.55
H: 1.07 4.91 2.94
H: -1.12 3.40 3.95
H: 4.95 0.65 -0.65
H: 2.92 -1.63 -1.43

Results
HOMO-LUMO gap: 7.76 eV
Charge: 0
Structure (SMILES): CCCCO[C@@](O[C@](Cl)([C@@H](Cl)CC)P(=N)(O)O)(P(CC)CC)[C@](CCSc1nnco1)(OCP(=O)(O)O)P(=O)(O)O
LUMO energy: 0.209 eV
Energy: -122413.243 eV
E_HOMO: -7.55 eV